C4H18O4 | ωB97M-V/def2-TZVPD

- Total charge: 0
- LUMO level: 0.544 eV
- Energy: -12628.08682 eV
- Structure (SMILES): CCCC.O.O.O.O

Positions of all 26 atoms, in Å:
C -0.00966 -0.35938 0.44099
C -1.14488 -0.22368 -0.60380
C -1.75415 1.17198 -0.68569
C -2.66387 1.39995 0.61590
H 0.73317 0.24931 0.06774
H 0.06368 -1.33134 0.80281
H -0.37919 0.13421 1.31360
H -1.94698 -0.86254 -0.25671
H -0.86186 -0.33022 -1.60675
H -1.04173 1.96287 -0.70556
H -2.41096 1.28793 -1.55700
H -3.19490 2.22732 0.64908
H -2.06724 1.48873 1.48254
H -3.53313 0.71019 0.83644
O 2.74822 0.21486 1.17388
H 2.17554 0.43116 1.88690
H 2.63781 1.09242 0.59956
O 1.91336 1.58495 -1.83501
H 1.21312 1.66700 -2.43613
H 2.61686 0.91300 -2.11476
O 1.26611 -1.94162 -2.25665
H 0.96216 -2.07157 -1.31071
H 0.48955 -2.08198 -2.84210
O -0.90675 -1.72804 3.05582
H -0.41017 -0.97300 2.66505
H -1.77797 -1.48793 2.81717

Cartesian forces (eV/Å) of the 2 atoms listed first:
-3.3 1.4 -1.2
-0.6 1.0 1.6

Results of the Mulliken charge analysis, in e, for atoms 1 through 2:
1. C -1.74
2. C -0.24

---

C3H11N2S | ωB97M-V/def2-TZVPD

- Total charge: +1
- LUMO level: -3.814 eV
- Energy: -17097.71118 eV

Positions of all 17 atoms, in Å:
C -2.99300 -0.95850 0.04179
C -2.29482 0.27099 0.74016
S -1.22958 1.13355 -0.59500
H -2.27988 -1.65867 -0.55059
H -3.78202 -0.50742 -0.63406
H -3.51487 -1.77800 0.81912
H -2.94668 0.99888 1.11289
H -1.63813 -0.08740 1.56370
H -2.15209 0.85925 -1.55089
N 1.87509 0.08994 -0.83692
C 2.61447 0.51477 0.14608
N 3.91028 0.18255 0.25939
H 2.38417 -0.56661 -1.44761
H 0.83158 -0.07498 -0.64800
H 2.31795 1.19963 0.98981
H 4.40609 0.62517 1.07486
H 4.49145 -0.24316 -0.48474

Cartesian forces (eV/Å) of the 2 atoms listed first:
-0.8 -1.7 1.0
1.8 -2.4 -1.3

Results of the Mulliken charge analysis, in e, for atoms 1 through 2:
1. C -0.97
2. C -0.32

---

C3H8IP | ωB97M-V/def2-TZVPD

- Total charge: 0
- LUMO level: 0.537 eV
- Energy: -20628.25994 eV
- Structure (SMILES): C/C=P\C.I

Positions of all 13 atoms, in Å:
C 2.76784 -0.74207 -0.01851
C 1.95037 -0.21732 -1.12596
P 0.57057 0.80761 -0.92746
C 0.62891 1.00129 0.89097
H 3.21978 -1.67056 -0.24724
H 3.46308 -0.05309 0.26031
H 2.14535 -0.98419 0.90522
H 2.22653 -0.43384 -2.22128
H 1.56441 1.35201 1.17132
H 0.19370 0.10541 1.33261
H -0.14748 1.87566 1.08828
I -1.30245 -4.44301 -3.86796
H -1.30634 -3.83229 -2.36241

Cartesian forces (eV/Å) of the 2 atoms listed first:
-2.9 -1.9 0.9
-2.1 1.4 -2.0

Results of the Mulliken charge analysis, in e, for atoms 1 through 2:
1. C -1.13
2. C 0.00

---

C5H13NO | ωB97M-V/def2-TZVPD

- Total charge: 0
- LUMO level: 1.058 eV
- Energy: -8931.34347 eV
- Structure (SMILES): C=CCCNC.O

Positions of all 20 atoms, in Å:
C -1.03109 1.35548 -2.15232
C -0.31357 1.82992 -1.15248
C 0.14421 0.98272 0.04491
C -0.80650 -0.14518 0.32545
N -2.22330 0.25318 0.57531
C -3.05739 -0.73511 -0.08131
H -0.79683 0.31500 -2.34384
H -1.61997 1.84083 -2.91321
H -0.13293 2.89440 -1.01128
H 0.20215 1.62159 0.93004
H 1.16177 0.57979 -0.29302
H -0.48337 -0.71857 1.25323
H -0.63729 -1.02035 -0.35156
H -2.28320 1.16255 0.13992
H -2.85972 -1.67536 0.43414
H -4.15048 -0.57497 0.12713
H -2.91681 -0.85380 -1.16075
O 5.98364 -2.53272 1.89089
H 6.68030 -2.66364 1.25038
H 6.28024 -2.42787 2.79538

Cartesian forces (eV/Å) of the 2 atoms listed first:
1.0 -1.0 -0.7
-0.4 1.2 1.3

Results of the Mulliken charge analysis, in e, for atoms 1 through 2:
1. C -0.53
2. C -0.41

---

| no. | orbital gap (eV) |
| --- | --- |
| 1 | 11.51 |
| 2 | 8.90 |
| 3 | 9.34 |
| 4 | 9.87 |